{"formula": "C64H164N12O20", "method": "wB97M-V/def2-TZVPD", "symbols": ["C", "C", "C", "O", "C", "N", "H", "H", "H", "H", "H", "H", "H", "H", "H", "H", "H", "C", "C", "C", "O", "C", "N", "H", "H", "H", "H", "H", "H", "H", "H", "H", "H", "H", "C", "C", "C", "O", "C", "N", "H", "H", "H", "H", "H", "H", "H", "H", "H", "H", "H", "C", "C", "C", "O", "C", "N", "H", "H", "H", "H", "H", "H", "H", "H", "H", "H", "H", "C", "O", "C", "C", "N", "C", "C", "O", "C", "H", "H", "H", "H", "H", "H", "H", "H", "H", "H", "H", "H", "H", "H", "H", "C", "O", "C", "C", "N", "C", "C", "O", "C", "H", "H", "H", "H", "H", "H", "H", "H", "H", "H", "H", "H", "H", "H", "H", "C", "O", "C", "C", "N", "C", "C", "O", "C", "H", "H", "H", "H", "H", "H", "H", "H", "H", "H", "H", "H", "H", "H", "H", "C", "O", "C", "C", "N", "C", "C", "O", "C", "H", "H", "H", "H", "H", "H", "H", "H", "H", "H", "H", "H", "H", "H", "H", "C", "O", "C", "C", "N", "C", "C", "O", "C", "H", "H", "H", "H", "H", "H", "H", "H", "H", "H", "H", "H", "H", "H", "H", "C", "O", "C", "C", "N", "C", "C", "O", "C", "H", "H", "H", "H", "H", "H", "H", "H", "H", "H", "H", "H", "H", "H", "H", "C", "O", "C", "C", "N", "C", "C", "O", "C", "H", "H", "H", "H", "H", "H", "H", "H", "H", "H", "H", "H", "H", "H", "H", "C", "O", "C", "C", "N", "C", "C", "O", "C", "H", "H", "H", "H", "H", "H", "H", "H", "H", "H", "H", "H", "H", "H", "H"], "positions_angstrom": [[2.80145, -29.84418, -14.41187], [2.13543, -28.47927, -14.17253], [1.48979, -28.43685, -12.74884], [1.25655, -27.06604, -12.55130], [0.45101, -26.80255, -11.41604], [3.08960, -27.41269, -14.46739], [3.19343, -30.02337, -15.40665], [2.06570, -30.67463, -14.21563], [3.52764, -30.06045, -13.66444], [1.31066, -28.32924, -14.82564], [2.12830, -28.85395, -11.97176], [0.61625, -28.98822, -12.75945], [-0.46141, -27.36899, -11.49604], [0.36432, -25.72035, -11.34661], [1.00065, -27.09528, -10.52369], [2.60690, -26.47614, -14.39429], [3.94961, -27.40308, -13.98705], [10.87952, -27.74259, -9.75855], [10.16558, -26.48453, -9.31131], [10.91113, -25.20150, -9.61183], [12.29879, -25.32074, -9.28387], [12.97904, -24.14095, -9.66666], [8.79639, -26.43400, -9.89775], [10.42857, -28.64883, -9.26617], [11.83631, -27.85607, -9.32611], [10.99098, -27.84743, -10.87716], [10.10448, -26.55569, -8.15075], [10.49418, -24.31302, -9.15836], [10.82924, -25.08707, -10.67796], [13.01517, -24.06761, -10.76065], [13.98845, -24.08059, -9.26631], [12.48676, -23.21247, -9.36547], [8.06942, -26.14840, -9.20944], [8.83404, -25.83515, -10.70957], [13.02612, -30.04312, -12.16441], [12.23686, -30.08172, -13.50177], [12.24313, -28.62905, -14.07922], [11.54145, -27.74167, -13.22035], [10.21102, -27.48267, -13.62857], [12.69694, -31.13109, -14.42784], [12.74535, -29.11123, -11.67424], [14.13043, -30.06685, -12.34451], [12.76357, -30.87989, -11.50472], [11.16372, -30.29464, -13.30979], [11.80371, -28.59738, -15.03999], [13.31505, -28.36092, -14.13469], [10.12289, -27.15714, -14.68778], [9.79332, -26.70693, -12.93854], [9.65064, -28.40012, -13.62615], [12.57968, -32.05277, -14.06011], [13.59414, -30.96941, -14.77631], [5.65061, -26.80576, -11.50389], [5.84426, -28.24144, -11.10988], [6.50100, -29.05375, -12.17132], [5.96013, -28.72455, -13.42645], [6.65536, -29.37777, -14.46158], [6.52657, -28.37732, -9.84867], [4.87627, -26.80636, -12.29496], [6.56787, -26.33665, -11.92676], [5.37286, -26.25498, -10.60307], [4.83860, -28.72830, -11.04236], [6.43154, -30.11296, -11.89254], [7.56730, -28.82087, -12.17624], [7.65729, -28.94981, -14.55749], [6.11595, -29.19713, -15.40815], [6.74502, -30.47210, -14.22565], [6.09632, -27.84098, -9.17861], [7.47079, -28.09558, -9.95452], [2.64607, -18.40257, -12.71673], [3.17019, -19.63762, -12.28495], [4.33256, -20.09496, -12.95668], [4.83993, -21.32270, -12.30049], [3.86659, -22.41887, -12.43520], [4.20642, -23.58466, -11.59918], [3.03950, -24.57628, -11.64975], [1.86404, -23.88913, -11.23140], [1.71800, -23.63631, -9.84214], [1.83385, -18.19960, -11.96937], [2.17786, -18.43135, -13.69235], [3.40728, -17.65229, -12.60718], [5.02279, -19.27028, -12.81581], [4.07200, -20.35316, -13.98410], [4.99359, -20.98181, -11.23434], [5.81673, -21.65181, -12.79025], [2.92067, -22.10914, -12.18579], [4.29296, -23.35824, -10.55728], [5.07207, -24.10583, -12.01280], [3.31015, -25.39816, -10.87098], [2.79661, -25.06386, -12.57981], [0.61690, -23.64992, -9.58783], [2.21652, -22.70082, -9.53955], [2.22411, -24.48439, -9.29355], [9.82977, -23.65603, -5.54930], [8.39249, -23.83377, -5.66723], [8.09746, -25.25879, -5.64492], [6.64022, -25.41891, -5.94182], [6.28500, -24.96136, -7.30316], [4.97168, -24.42613, -7.46018], [3.98397, -25.58103, -7.26591], [4.17330, -26.59306, -8.23267], [3.20738, -27.61424, -8.17683], [10.43220, -24.05713, -6.38801], [10.16085, -24.17583, -4.63720], [10.08792, -22.61750, -5.41791], [8.34261, -25.63756, -4.70147], [8.67962, -25.78929, -6.41452], [6.05038, -24.89203, -5.22251], [6.43128, -26.43814, -5.73320], [6.89231, -24.23818, -7.63019], [4.91895, -23.97045, -8.46700], [4.74044, -23.68370, -6.62357], [2.95425, -25.10077, -7.28762], [4.05610, -25.95258, -6.27590], [2.19526, -27.13203, -8.13123], [3.43185, -28.25124, -7.36165], [3.26629, -28.24331, -9.10522], [5.23823, -31.40615, -17.54423], [6.20421, -31.93602, -18.45802], [5.58188, -32.85420, -19.28939], [6.62551, -33.55979, -20.10090], [7.31855, -32.70900, -21.02589], [8.44056, -33.51325, -21.59580], [9.33944, -32.55699, -22.46215], [10.08972, -31.65369, -21.70004], [11.29201, -32.23446, -21.20288], [4.70601, -32.19470, -17.05632], [4.55211, -30.71009, -18.01189], [5.84410, -30.93961, -16.81472], [4.86214, -32.32866, -19.92806], [5.03420, -33.53744, -18.66624], [6.13100, -34.37223, -20.65474], [7.31231, -34.14086, -19.47924], [7.70765, -31.80863, -20.77012], [7.99122, -34.22909, -22.32137], [8.88733, -34.16807, -20.81990], [8.77195, -31.93499, -23.09425], [10.04564, -33.20641, -23.03077], [11.94256, -32.52664, -22.02152], [11.08784, -33.18267, -20.67302], [11.71657, -31.53854, -20.50950], [1.26514, -24.55982, -15.68060], [1.10888, -25.66484, -16.52824], [1.58050, -25.46571, -17.81480], [1.72973, -26.78431, -18.47097], [2.83045, -27.65227, -17.96647], [4.07196, -26.88680, -17.75637], [5.26196, -27.80045, -17.75924], [6.37327, -27.13062, -17.30421], [7.60434, -27.82248, -17.44911], [0.91824, -23.61657, -16.18291], [2.30446, -24.31752, -15.42490], [0.57161, -24.80012, -14.84690], [2.54330, -24.96503, -17.74651], [0.92570, -24.73251, -18.37465], [1.84128, -26.57000, -19.58721], [0.81874, -27.37974, -18.35867], [2.53481, -27.94663, -17.01054], [4.10152, -26.34066, -16.79135], [4.13150, -26.14495, -18.56112], [5.33860, -28.22480, -18.75647], [4.97586, -28.67503, -17.04910], [8.43324, -27.23244, -17.08707], [7.92607, -28.07900, -18.51330], [7.64476, -28.88104, -17.06523], [11.46219, -23.82812, -15.68745], [10.54026, -23.33859, -14.71937], [11.13022, -23.52966, -13.39763], [10.24029, -22.86044, -12.38726], [8.97957, -23.59644, -12.21832], [8.00363, -22.74767, -11.46508], [8.27278, -22.59931, -9.96884], [7.10163, -21.97721, -9.41200], [7.44328, -21.43740, -8.16187], [11.08386, -23.53087, -16.68547], [11.65317, -24.90200, -15.62180], [12.39927, -23.28658, -15.45925], [12.09823, -23.06002, -13.36856], [11.17410, -24.57720, -13.21522], [10.07443, -21.87697, -12.77538], [10.80947, -22.74119, -11.46878], [8.58360, -23.79060, -13.14689], [6.95702, -23.07042, -11.64592], [8.05627, -21.76555, -11.92323], [9.20002, -22.04325, -9.74653], [8.42475, -23.66259, -9.53287], [8.04067, -22.18696, -7.67825], [6.51640, -21.36069, -7.62544], [7.89205, -20.43085, -8.24968], [7.29853, -25.55924, -14.62339], [6.82201, -24.29779, -14.18991], [5.72928, -23.85105, -15.00448], [6.18173, -23.24577, -16.34262], [7.27144, -22.33060, -16.14243], [7.98146, -21.97871, -17.42088], [8.87943, -20.85473, -17.22615], [9.41889, -20.62431, -18.54531], [10.10044, -19.38401, -18.72827], [8.13211, -25.32179, -15.35107], [6.45723, -26.12409, -15.02408], [7.73869, -26.07974, -13.74902], [5.21063, -23.04654, -14.45923], [5.04816, -24.65218, -15.16614], [5.41412, -22.73953, -16.96201], [6.47028, -24.10641, -16.96629], [7.98748, -22.76276, -15.59276], [7.21669, -21.67783, -18.10670], [8.54633, -22.87028, -17.81344], [9.70540, -21.14944, -16.52679], [8.35999, -20.01191, -16.86284], [11.16061, -19.39959, -18.81539], [9.79557, -18.70471, -17.86837], [9.72681, -18.95591, -19.62677], [10.75791, -29.17629, -19.96282], [11.18398, -29.98647, -18.88212], [10.24909, -30.04519, -17.87103], [9.12790, -31.06567, -18.05514], [8.60507, -31.25259, -16.75271], [9.23483, -32.22405, -15.86852], [8.42382, -33.43252, -15.59250], [7.26179, -32.96860, -14.97091], [6.26239, -34.02188, -14.91942], [11.38356, -29.30985, -20.80701], [10.74705, -28.14226, -19.70431], [9.73637, -29.46598, -20.22796], [9.81585, -29.02511, -17.80388], [10.75866, -30.24146, -16.95711], [9.60351, -32.00014, -18.36112], [8.31330, -30.83712, -18.72980], [7.62669, -31.53283, -16.96957], [9.44153, -31.75705, -14.90909], [10.14841, -32.46335, -16.37194], [8.99663, -34.17355, -15.09347], [8.23621, -33.98744, -16.52188], [6.73792, -34.94600, -14.57691], [5.82807, -34.28120, -15.95056], [5.40218, -33.70347, -14.28750], [5.44387, -30.14494, -6.58105], [6.29701, -31.16549, -7.07977], [5.84831, -31.78035, -8.27076], [6.73920, -32.87647, -8.65669], [8.10655, -32.49212, -8.92182], [8.15460, -31.43788, -10.03394], [9.55302, -31.37559, -10.71062], [9.97931, -32.62386, -11.27363], [9.19749, -33.09140, -12.35543], [5.92405, -29.81288, -5.67645], [4.40739, -30.43399, -6.36841], [5.48385, -29.25445, -7.19431], [5.97452, -31.01693, -9.03253], [4.81057, -32.03025, -8.15564], [6.41064, -33.56371, -9.45639], [6.74241, -33.59975, -7.78797], [8.47144, -32.09603, -8.05763], [7.91727, -30.43859, -9.64450], [7.39448, -31.68387, -10.79932], [10.26243, -31.19097, -9.98686], [9.67497, -30.59612, -11.48105], [9.69218, -33.86971, -12.90049], [8.94488, -32.29514, -13.09016], [8.26923, -33.41216, -11.93090]], "atomic_forces_ev_per_a": [[-2.0, -1.0, 0.3], [1.5, -0.7, 1.0], [2.5, 1.6, -1.2], [-0.5, 0.2, 0.4], [1.2, 0.2, -0.2], [-2.3, 1.5, -1.1], [0.2, 0.3, -0.2], [0.3, 0.8, -0.4], [1.1, 0.2, 0.5], [-0.7, 0.1, -0.9], [0.4, 0.0, 0.2], [-2.2, -1.2, 0.0], [-0.7, 0.1, 0.2], [-0.5, -0.1, -0.2], [0.0, -0.3, 0.4], [0.9, -1.6, 0.0], [0.9, -0.4, 0.9], [-0.6, -1.3, -0.5], [-0.7, -0.3, 2.4], [1.0, -0.9, -0.5], [-0.2, 0.7, 0.4], [-0.1, 0.2, -0.6], [0.5, -0.1, 1.3], [-0.4, 0.8, -1.0], [1.5, 0.6, 0.3], [-0.4, 0.1, 1.2], [-0.2, 0.1, -1.7], [-0.3, 0.2, 0.4], [0.0, 0.4, -0.9], [0.2, -0.2, -0.1], [0.0, -0.5, 0.1], [-0.4, -0.1, 0.4], [0.8, 0.1, -0.9], [-0.5, 0.4, -0.1], [-0.1, -0.1, -0.4], [-0.3, -0.1, 0.5], [0.9, -1.2, 1.0], [0.4, 0.3, -0.2], [0.1, 0.5, -0.2], [-2.1, 1.3, 0.1], [0.3, 0.0, 0.3], [-0.8, 0.1, 0.0], [0.1, 0.1, -0.2], [0.5, 0.0, 0.2], [-0.4, -0.1, -1.3], [-0.5, 0.5, 0.0], [0.4, 0.3, 0.4], [0.2, -0.8, -0.6], [-0.7, -0.5, 0.5], [0.1, -0.3, 0.3], [1.6, 0.1, -0.4], [0.0, 0.4, -0.9], [-1.3, -0.4, 0.3], [1.0, 0.1, 0.0], [-0.4, -0.3, 0.1], [-0.1, -0.6, -0.1], [0.3, -2.7, -1.5], [0.3, 0.6, 0.5], [-0.4, -0.4, 0.3], [-0.3, 0.2, -0.3], [0.3, 0.5, 0.3], [-0.2, -0.1, -0.5], [0.5, 0.1, 0.0], [0.1, -0.1, -0.1], [0.2, -0.2, 0.6], [-0.1, 0.7, -0.5], [-1.1, 1.6, 1.9], [1.0, 0.5, 0.0], [-1.0, -0.7, 1.7], [-0.6, -0.8, 0.2], [-0.8, 0.7, -0.3], [0.4, -0.6, 0.8], [0.4, 0.0, 0.5], [-1.3, -0.5, -2.1], [0.6, -0.4, 2.5], [-0.8, -0.1, 0.0], [0.2, -1.2, 0.2], [0.7, 0.1, -0.7], [0.2, 0.0, -0.5], [0.3, 0.7, -0.3], [0.8, 0.0, -0.7], [0.2, 0.5, -0.4], [0.3, -0.9, -0.6], [-1.2, 0.6, 0.8], [0.6, 0.0, -0.1], [0.7, 0.4, 0.8], [0.3, 0.3, 0.3], [-0.6, 1.0, -1.2], [0.2, 0.1, -0.4], [1.2, 0.3, -0.3], [-0.4, -0.1, 0.0], [-0.5, 0.7, -0.2], [-0.5, -0.7, 0.5], [1.5, -0.8, -0.4], [-0.2, 1.9, -1.9], [0.2, 1.0, -0.9], [1.1, -0.7, 0.2], [-0.8, -0.6, 0.9], [-1.4, 1.7, -1.2], [0.2, 0.6, -0.3], [-0.8, 0.7, -1.6], [-0.6, 0.0, 0.1], [0.1, 0.1, -0.2], [-0.3, 0.4, -0.1], [0.4, -0.7, 1.6], [0.1, 0.2, 0.1], [-0.4, 0.8, 0.8], [-0.5, -1.3, -0.5], [0.9, 0.2, 0.2], [-0.3, -0.1, 0.6], [0.0, -0.4, -1.0], [0.7, -0.8, -0.4], [0.3, -0.7, 1.2], [0.6, -0.7, 0.2], [-0.3, -0.7, 1.1], [0.1, 0.7, 0.7], [1.0, -0.1, -0.7], [-0.4, 0.7, 0.8], [0.1, 0.0, -0.7], [-0.5, -0.2, 0.0], [1.3, -1.1, -1.3], [-1.3, 1.0, -1.4], [1.2, -2.3, 1.5], [0.6, 0.1, 0.5], [-1.0, -0.8, 0.0], [-0.5, -0.7, 0.3], [-0.2, 0.1, -0.2], [0.2, 0.9, 1.0], [0.0, -0.1, -0.2], [-0.4, -0.8, 0.2], [-0.1, 0.3, -0.3], [0.2, 0.3, 0.7], [-0.4, -0.3, 1.0], [0.2, 0.3, 0.3], [0.5, 0.7, -0.3], [-1.1, 0.3, -0.9], [-0.5, 0.4, -0.1], [0.4, 0.3, -0.3], [-0.1, 0.3, 0.1], [0.4, 0.3, 0.2], [-1.3, 0.8, -0.2], [-0.2, -0.3, 0.7], [-0.2, 1.5, -0.1], [0.3, -0.9, -1.9], [-0.4, 0.7, 1.1], [-0.3, 0.6, 0.2], [-1.6, -2.0, 0.9], [1.7, 0.2, 0.0], [0.3, -1.8, -1.6], [-0.1, -0.6, 0.3], [0.0, -0.5, 0.4], [0.9, 0.6, 0.0], [0.4, 0.2, -0.2], [0.3, -0.8, 0.3], [0.2, -0.5, 1.2], [-0.1, 0.2, -0.1], [0.3, 0.1, -0.9], [-0.2, -0.1, -0.3], [0.3, -0.1, 0.0], [0.5, -0.2, -0.3], [0.6, 1.1, -1.0], [-0.1, 0.3, 0.6], [-0.9, 0.9, 0.5], [-0.4, 1.1, 0.6], [0.0, 1.3, 0.0], [0.4, -0.6, 0.8], [-1.5, 0.8, -0.9], [-0.2, -0.9, -0.5], [-0.2, 0.3, 0.8], [0.2, -0.3, -0.9], [-0.5, -1.9, -0.2], [1.2, -0.3, -0.9], [-0.7, 0.2, -0.2], [0.3, -0.3, 0.5], [-0.2, -0.1, 0.0], [0.0, -0.4, -0.6], [0.7, 0.1, -0.1], [0.4, -1.1, 0.3], [-0.3, 1.1, -0.2], [-0.2, -0.2, 0.4], [0.1, 0.3, 0.5], [0.8, -0.3, 0.3], [-0.2, 0.6, 0.1], [-0.4, 0.1, -0.1], [-0.3, 1.5, -0.4], [0.7, 0.1, 0.8], [-0.4, 0.3, 0.5], [0.2, -0.5, 0.1], [1.2, 0.6, 0.0], [-0.9, 0.3, -0.1], [0.2, 2.2, 0.3], [0.3, -1.2, -0.6], [1.0, 1.0, -1.1], [-1.5, -2.4, 1.2], [2.8, -0.4, -0.7], [0.5, 0.4, 0.3], [-2.0, 0.6, 1.9], [-0.9, -0.9, 0.3], [0.4, -0.3, -0.3], [-0.3, 0.2, -0.5], [0.2, -0.5, 0.2], [-0.7, -0.8, -0.2], [-0.1, -0.2, 0.9], [0.2, -0.1, -0.2], [0.2, -0.4, 0.8], [-0.4, 0.0, -0.8], [-0.6, 0.7, 0.0], [-0.5, 0.5, -0.3], [-0.6, 1.2, 0.5], [1.0, -0.6, 0.3], [0.6, -0.5, -1.0], [-0.4, 0.5, -0.8], [-1.2, -0.9, 0.7], [1.4, 0.0, -1.2], [-1.3, 1.4, -0.8], [2.0, -0.4, 0.2], [-3.7, -0.2, 0.7], [0.3, 1.1, -0.5], [-0.2, 0.1, -1.8], [-1.6, -1.5, 0.2], [-0.4, 0.4, -1.0], [0.7, -0.3, -0.7], [0.1, 1.0, 0.4], [0.0, 0.1, -0.3], [-0.1, -0.4, 0.5], [0.4, -0.4, 0.8], [0.1, -0.2, -0.7], [0.1, 0.4, -0.3], [1.0, 0.1, 1.0], [0.3, 0.2, 0.0], [1.0, -0.5, 0.2], [0.5, -0.6, 1.6], [-0.6, 0.4, -0.4], [-0.2, 0.1, 0.4], [0.7, 0.6, 1.1], [0.9, -0.2, -0.3], [0.9, 0.0, 0.0], [-0.2, -0.3, 0.9], [-0.3, 2.0, -0.6], [0.7, -3.1, 1.4], [0.3, 1.2, -1.3], [0.7, -0.6, 0.4], [-1.6, -1.4, -1.3], [0.5, 0.2, -0.3], [-0.4, 1.7, 0.4], [0.0, -0.1, 0.7], [0.1, -0.3, -0.2], [-0.3, 0.1, -0.7], [-0.7, 0.4, -0.5], [-0.7, -0.5, -0.1], [-0.4, 0.9, -0.1], [0.3, 0.6, -0.6], [0.1, 0.1, -0.3], [0.0, -0.2, -0.2], [0.2, 0.0, 0.5], [1.6, 0.5, 1.7], [-0.6, 0.1, 0.2], [0.5, -0.5, 0.1], [0.2, -0.2, 0.5], [-0.9, -0.7, -0.1]], "max_force_ha_per_bohr": 0.0737, "gap_ev": 8.93, "de_lowest_ev": 1.198, "homo_energy_ev": -8.4, "smiles": "COC[C@H](C)N.COC[C@H](C)N.COC[C@H](C)N.COC[C@H](C)N.COCCNCCOC.COCCNCCOC.COCCNCCOC.COCCNCCOC.COCCNCCOC.COCCNCCOC.COCCNCCOC.COCCNCCOC"}